P.
{"formula": "C9H14N2O7", "method": "the ωB97M-V functional and the def2-TZVPD basis", "symbols": ["C", "C", "C", "C", "C", "C", "C", "C", "C", "H", "H", "H", "H", "H", "H", "H", "H", "H", "H", "H", "H", "H", "H", "N", "N", "O", "O", "O", "O", "O", "O", "O"], "positions_angstrom": [[2.79, 0.43, -0.11], [1.22, 0.70, -0.20], [2.88, -0.60, 1.00], [2.71, -2.02, 0.55], [-1.06, 0.06, -0.78], [-1.62, -1.35, -0.66], [-2.08, 0.90, -1.68], [-3.29, 1.43, -0.81], [-2.89, 2.03, 0.45], [2.35, 2.69, 0.08], [3.51, 1.62, 1.80], [3.10, 0.06, -1.08], [2.35, -0.37, 1.98], [3.92, -0.80, 1.41], [3.21, -3.79, 0.80], [0.72, -0.94, -1.31], [-0.98, 0.61, 0.19], [-2.18, 0.41, -2.65], [-1.49, 1.67, -2.05], [-3.96, 2.20, -1.33], [-3.82, 0.49, -0.50], [-2.35, 3.45, 1.40], [-1.15, -3.11, 0.04], [3.59, 1.56, 0.37], [0.47, 0.00, -1.16], [0.71, 1.48, 0.79], [2.34, -2.54, -0.53], [3.01, -2.94, 1.45], [-2.52, -1.82, -1.48], [-2.92, 1.54, 1.49], [-2.56, 3.31, 0.36], [-1.00, -2.09, 0.44]], "e_homo_ev": -10.050, "orbital_gap_ev": 9.9}



Q.
{"formula": "C9H14N2O7", "method": "the ωB97M-V functional and the def2-TZVPD basis", "symbols": ["C", "C", "C", "C", "C", "C", "C", "C", "C", "H", "H", "H", "H", "H", "H", "H", "H", "H", "H", "H", "H", "H", "H", "N", "N", "O", "O", "O", "O", "O", "O", "O"], "positions_angstrom": [[2.54, 0.42, -0.31], [1.18, 1.18, -0.26], [2.71, -0.77, 0.63], [1.46, -1.71, 0.62], [-1.13, 1.22, -0.67], [-1.52, 1.73, 0.76], [-2.32, 0.58, -1.30], [-2.87, -0.69, -0.57], [-1.91, -1.69, -0.03], [3.61, 1.96, -0.82], [3.62, 1.91, 0.77], [2.70, -0.02, -1.26], [2.83, -0.43, 1.71], [3.70, -1.40, 0.10], [0.44, -2.69, -0.72], [0.29, -0.46, -0.91], [-1.04, 2.17, -1.16], [-2.01, 0.20, -2.33], [-3.15, 1.22, -1.31], [-3.45, -0.51, 0.37], [-3.57, -1.23, -1.31], [-0.96, -1.93, 1.61], [-1.78, 1.38, 2.62], [3.71, 1.26, -0.08], [0.14, 0.46, -0.65], [1.07, 2.38, 0.11], [0.83, -1.88, 1.65], [1.33, -2.15, -0.63], [-2.22, 2.73, 0.83], [-1.13, -2.45, -0.63], [-1.88, -1.71, 1.32], [-1.22, 0.94, 1.84]], "e_homo_ev": -9.911, "orbital_gap_ev": 10.3, "smiles": "N[C@@H](CC(=O)O)C(=O)N[C@@H](CCC(=O)O)C(=O)O"}



Top of the stability list: Q, leading by 0.2772 hartree.



P.
{"formula": "C2H6NO3", "method": "the ωB97M-V functional and the def2-TZVPD basis", "symbols": ["O", "C", "N", "C", "O", "H", "H", "H", "H", "H", "H", "O"], "positions_angstrom": [[-0.33, 2.76, 0.22], [-0.18, 1.63, -0.19], [0.89, 0.84, -0.12], [0.84, -0.63, -0.55], [-0.36, -1.02, -1.03], [-0.92, 1.21, -0.90], [1.68, 1.00, 0.49], [1.00, -1.31, 0.30], [1.76, -0.63, -1.18], [-1.16, -1.04, 0.29], [-1.99, -1.68, 1.38], [-1.21, -1.12, 1.29]], "multiplicity": 2, "e_homo_ev": [-9.908, -9.827], "orbital_gap_ev": [10.5, 6.6], "s2": 0.755}



Q.
{"formula": "C2H6NO3", "method": "the ωB97M-V functional and the def2-TZVPD basis", "symbols": ["O", "C", "N", "C", "O", "H", "H", "H", "H", "H", "H", "O"], "positions_angstrom": [[-1.61, -0.05, 1.26], [-0.31, -0.07, 0.82], [0.52, -1.09, 0.22], [1.89, -0.31, -0.29], [1.58, 0.89, -0.81], [0.29, 0.71, 1.19], [-0.28, -0.19, -0.31], [2.36, -1.00, -1.00], [2.59, -0.19, 0.55], [-2.18, 0.23, 0.43], [-2.01, 0.57, -1.30], [-2.84, 0.49, -0.75]], "multiplicity": 2, "e_homo_ev": [-8.393, -8.387], "orbital_gap_ev": [6.0, 4.4], "s2": 0.754}



Top of the stability list: P, leading by 0.2269 hartree.



P.
{"formula": "C48H54BrN3O2P2S3SiTi", "method": "the ωB97M-V functional and the def2-TZVPD basis", "symbols": ["Ti", "C", "C", "S", "C", "C", "S", "C", "C", "S", "H", "H", "H", "H", "H", "H", "H", "H", "H", "H", "H", "H", "C", "N", "P", "C", "C", "C", "C", "C", "C", "C", "C", "C", "C", "C", "C", "P", "C", "C", "C", "C", "C", "C", "C", "C", "C", "C", "C", "C", "H", "H", "H", "H", "H", "H", "H", "H", "H", "H", "H", "H", "H", "H", "H", "H", "H", "H", "H", "H", "H", "H", "H", "N", "C", "H", "Br", "C", "C", "C", "C", "C", "C", "C", "O", "O", "H", "H", "H", "H", "C", "Si", "C", "C", "N", "C", "C", "C", "C", "C", "C", "H", "H", "H", "H", "H", "H", "H", "H", "H", "H", "H", "H", "H", "H"], "positions_angstrom": [[0.21, -1.00, 0.40], [-1.60, -1.82, -4.45], [-1.51, -2.24, -2.99], [0.09, -1.76, -2.29], [1.01, -3.32, -2.08], [1.98, -3.65, -3.21], [3.00, -2.26, -3.77], [2.38, -1.93, -5.45], [0.98, -1.33, -5.58], [-0.34, -2.58, -5.51], [-1.56, -0.74, -4.56], [-2.55, -2.16, -4.85], [-1.62, -3.32, -2.87], [-2.30, -1.75, -2.41], [0.27, -4.12, -1.97], [1.54, -3.24, -1.13], [1.45, -4.03, -4.07], [2.66, -4.43, -2.85], [2.48, -2.84, -6.04], [3.11, -1.22, -5.83], [0.91, -0.85, -6.56], [0.81, -0.58, -4.81], [-2.26, 1.38, -1.52], [-0.95, 2.09, -1.42], [-0.20, 1.62, 0.03], [1.16, 2.76, 0.37], [2.28, 2.33, 1.08], [3.23, 3.24, 1.51], [3.08, 4.59, 1.23], [1.95, 5.03, 0.54], [0.99, 4.12, 0.12], [-1.40, 2.20, 1.27], [-2.31, 3.21, 0.99], [-3.12, 3.71, 2.00], [-3.00, 3.22, 3.29], [-2.08, 2.22, 3.58], [-1.28, 1.71, 2.56], [-0.24, 1.99, -3.07], [-1.52, 2.97, -3.93], [-1.63, 2.75, -5.30], [-2.50, 3.51, -6.07], [-3.28, 4.49, -5.47], [-3.18, 4.71, -4.11], [-2.30, 3.96, -3.34], [1.14, 3.17, -3.17], [2.33, 2.65, -3.68], [3.42, 3.48, -3.92], [3.32, 4.84, -3.66], [2.12, 5.37, -3.20], [1.04, 4.55, -2.97], [-2.71, 1.26, -0.54], [-2.13, 0.39, -1.97], [-2.94, 1.95, -2.15], [2.39, 1.28, 1.34], [4.09, 2.90, 2.08], [3.82, 5.30, 1.55], [1.82, 6.08, 0.33], [0.10, 4.47, -0.38], [-2.40, 3.61, -0.01], [-3.83, 4.50, 1.78], [-3.63, 3.61, 4.08], [-1.99, 1.84, 4.58], [-0.56, 0.94, 2.79], [-1.03, 1.98, -5.78], [-2.58, 3.33, -7.14], [-3.97, 5.07, -6.07], [-3.79, 5.48, -3.64], [-2.22, 4.15, -2.27], [2.37, 1.60, -3.95], [4.33, 3.07, -4.33], [4.17, 5.49, -3.85], [2.03, 6.44, -3.04], [0.10, 4.98, -2.65], [2.98, 0.15, -1.07], [2.03, -0.35, -0.68], [3.82, 0.55, -1.45], [-7.09, -1.91, 0.37], [-5.49, -2.75, 0.89], [-5.53, -4.00, 1.50], [-4.35, -4.63, 1.88], [-3.13, -4.02, 1.64], [-3.11, -2.76, 1.04], [-4.28, -2.11, 0.67], [-1.84, -2.11, 0.75], [-1.69, -0.83, 0.88], [-0.80, -2.72, 0.34], [-6.49, -4.48, 1.67], [-4.40, -5.59, 2.36], [-2.21, -4.51, 1.92], [-4.25, -1.13, 0.22], [-0.66, -1.11, 4.26], [1.13, -1.10, 3.72], [1.99, 0.49, 4.11], [2.02, -2.51, 4.51], [1.19, -1.37, 1.90], [2.04, -2.48, 1.48], [1.55, -3.79, 1.53], [2.34, -4.84, 1.10], [3.63, -4.61, 0.64], [4.14, -3.31, 0.65], [3.36, -2.26, 1.08], [-0.89, -0.23, 4.88], [-0.84, -1.99, 4.88], [-1.38, -1.12, 3.44], [2.11, 0.56, 5.19], [1.45, 1.38, 3.78], [2.99, 0.51, 3.67], [2.09, -2.31, 5.58], [3.04, -2.64, 4.13], [1.50, -3.46, 4.39], [0.56, -3.97, 1.91], [1.95, -5.85, 1.14], [4.24, -5.43, 0.29], [5.16, -3.13, 0.34], [3.77, -1.26, 1.15]], "e_homo_ev": -12.876, "total_charge": 2, "orbital_gap_ev": 6.4}



Q.
{"formula": "C48H54BrN3O2P2S3SiTi", "method": "the ωB97M-V functional and the def2-TZVPD basis", "symbols": ["Ti", "C", "C", "S", "C", "C", "S", "C", "C", "S", "H", "H", "H", "H", "H", "H", "H", "H", "H", "H", "H", "H", "C", "N", "P", "C", "C", "C", "C", "C", "C", "C", "C", "C", "C", "C", "C", "P", "C", "C", "C", "C", "C", "C", "C", "C", "C", "C", "C", "C", "H", "H", "H", "H", "H", "H", "H", "H", "H", "H", "H", "H", "H", "H", "H", "H", "H", "H", "H", "H", "H", "H", "H", "N", "C", "H", "Br", "C", "C", "C", "C", "C", "C", "C", "O", "O", "H", "H", "H", "H", "C", "Si", "C", "C", "N", "C", "C", "C", "C", "C", "C", "H", "H", "H", "H", "H", "H", "H", "H", "H", "H", "H", "H", "H", "H"], "positions_angstrom": [[-0.14, -0.14, -0.12], [2.71, 0.50, -4.15], [3.03, -0.37, -2.94], [2.50, 0.18, -1.29], [3.43, 1.72, -1.06], [2.94, 3.01, -1.75], [1.15, 3.32, -1.74], [0.84, 3.82, -3.45], [1.27, 2.85, -4.57], [0.99, 1.08, -4.28], [2.94, -0.08, -5.04], [3.35, 1.38, -4.15], [4.11, -0.50, -2.87], [2.58, -1.36, -3.03], [4.45, 1.51, -1.39], [3.46, 1.83, 0.03], [3.25, 3.01, -2.79], [3.43, 3.85, -1.26], [1.29, 4.79, -3.62], [-0.24, 3.96, -3.46], [2.32, 2.98, -4.80], [0.72, 3.11, -5.47], [0.94, -3.55, 2.98], [0.53, -2.40, 2.16], [1.32, -0.88, 2.23], [3.04, -1.21, 2.70], [4.05, -1.15, 1.74], [5.37, -1.41, 2.09], [5.69, -1.72, 3.40], [4.69, -1.78, 4.37], [3.38, -1.52, 4.02], [0.69, -0.15, 3.77], [1.37, 0.94, 4.33], [0.87, 1.58, 5.46], [-0.31, 1.13, 6.04], [-0.98, 0.04, 5.50], [-0.49, -0.59, 4.36], [-0.27, -2.60, 0.68], [0.71, -3.88, -0.13], [2.04, -3.58, -0.41], [2.88, -4.55, -0.94], [2.39, -5.82, -1.19], [1.07, -6.13, -0.91], [0.22, -5.16, -0.38], [-1.88, -3.32, 0.98], [-2.33, -3.71, 2.23], [-3.61, -4.24, 2.37], [-4.43, -4.37, 1.26], [-3.99, -3.97, 0.00], [-2.71, -3.44, -0.14], [2.01, -3.73, 2.91], [0.42, -4.45, 2.65], [0.68, -3.38, 4.03], [3.80, -0.91, 0.71], [6.15, -1.36, 1.33], [6.72, -1.92, 3.68], [4.95, -2.02, 5.39], [2.61, -1.56, 4.79], [2.31, 1.28, 3.90], [1.41, 2.42, 5.89], [-0.69, 1.62, 6.93], [-1.89, -0.33, 5.97], [-1.02, -1.44, 3.94], [2.44, -2.59, -0.20], [3.92, -4.31, -1.15], [3.04, -6.59, -1.60], [0.69, -7.12, -1.11], [-0.82, -5.40, -0.17], [-1.70, -3.61, 3.10], [-3.95, -4.56, 3.34], [-5.43, -4.78, 1.37], [-4.64, -4.07, -0.86], [-2.36, -3.12, -1.12], [-2.54, -0.31, 1.76], [-1.57, 0.32, 1.32], [-3.05, 0.12, 2.53], [3.88, 5.45, 2.15], [2.09, 4.93, 2.44], [1.24, 5.74, 3.17], [-0.08, 5.36, 3.37], [-0.55, 4.16, 2.85], [0.33, 3.36, 2.12], [1.65, 3.74, 1.91], [-0.13, 2.11, 1.54], [-1.25, 1.62, 1.95], [0.55, 1.49, 0.66], [1.60, 6.68, 3.57], [-0.75, 6.00, 3.93], [-1.58, 3.85, 3.00], [2.32, 3.10, 1.35], [-2.56, 1.89, -3.54], [-2.64, 1.27, -1.79], [-4.22, 0.45, -1.33], [-2.38, 2.75, -0.68], [-1.32, 0.05, -1.54], [-1.17, -1.02, -2.49], [-0.02, -1.80, -2.42], [0.22, -2.84, -3.30], [-0.69, -3.12, -4.30], [-1.84, -2.34, -4.39], [-2.09, -1.31, -3.49], [-3.46, 1.61, -4.11], [-1.70, 1.48, -4.08], [-2.49, 2.98, -3.56], [-5.05, 1.17, -1.40], [-4.17, 0.09, -0.30], [-4.47, -0.40, -1.97], [-2.84, 3.61, -1.18], [-1.33, 3.01, -0.51], [-2.88, 2.63, 0.29], [0.75, -1.55, -1.69], [1.12, -3.44, -3.19], [-0.51, -3.92, -5.01], [-2.56, -2.53, -5.18], [-3.00, -0.73, -3.59]], "e_homo_ev": -12.874, "total_charge": 2, "orbital_gap_ev": 6.5}



Top of the stability list: Q, leading by 0.0082 hartree.